No. 1
An isolated molecule of C7H12O2. Source: the Open Molecules 2025 dataset; level of theory: wB97M-V/def2-TZVPD.

The calculation puts the HOMO energy (spin up / spin down) at -6.96 / -6.95 eV. As for the LUMO energy (spin up / spin down): 0.25 / 0.25 eV.

```
! wB97M-V def2-TZVPD RIJCOSX def2/J DEFGRID3
* xyz 0 1
O -1.8878 -0.2693 -1.3305
O 1.2949 -2.2911 1.5250
C -1.3412 -0.1751 -0.0919
C -1.9533 0.8033 0.8414
C 0.8758 -0.1763 -0.1887
C 1.5698 -0.6580 -1.4213
C 1.0477 1.2725 0.1606
C 0.6432 -1.2459 1.3432
C -0.3522 -1.1302 0.2396
H -1.5965 0.6547 1.8585
H -0.3733 -2.0130 -0.3906
H 1.0182 -0.3964 -2.3347
H 0.6203 1.9605 -0.5864
H 2.5619 -0.2038 -1.4954
H 2.1193 1.4858 0.2023
H 0.5844 -0.4547 2.1127
H 1.7002 -1.7431 -1.4006
H 0.6301 1.5326 1.1336
H -3.0429 0.6871 0.8280
H -2.3944 0.5269 -1.5471
H -1.7241 1.8336 0.5423
*
```

Löwdin atomic charge list, values in e, 6 entries: number 1, O, carries 0.086; number 2, O, carries -0.072; number 3, C, carries -0.296; number 4, C, carries -0.005; number 5, C, carries -0.274; number 6, C, carries -0.047



No. 2
C7H12O2 as an isolated structure. Source: the Open Molecules 2025 dataset; level of theory: wB97M-V/def2-TZVPD.

The calculation puts the HOMO energy at -8.93 eV. As for the LUMO energy: 0.81 eV.

```
! wB97M-V def2-TZVPD RIJCOSX def2/J DEFGRID3
* xyz 0 1
O -1.8301 -0.6114 -0.9096
O -0.0879 2.1759 1.6857
C 0.4974 0.8253 1.4395
C -0.6984 -0.6637 -0.3405
C 1.2525 0.5136 0.0535
C -0.2131 -2.1327 -0.2677
C 1.4178 1.0598 -1.4298
C 0.1169 0.5096 -0.8945
C -0.7579 0.0099 1.1445
H 1.1563 0.5729 2.2299
H 1.9295 0.5603 -2.2578
H 1.7205 -0.4109 0.0951
H -0.2133 -2.7124 -1.3839
H -0.8949 -2.5955 0.5142
H 1.1201 2.0353 -1.9689
H -0.5309 1.2777 -0.8309
H -2.5975 -1.2644 -0.6514
H -1.6985 1.0405 0.7916
H 0.8196 -2.3149 -0.0414
H -1.0850 -0.7630 2.0017
H 0.5769 2.8882 1.0209
*
```

Löwdin atomic charge list, values in e, 6 entries: number 1, O, carries -0.010; number 2, O, carries -0.161; number 3, C, carries -0.300; number 4, C, carries -0.671; number 5, C, carries -0.130; number 6, C, carries -0.017



No. 3
A 3-piece molecular cluster, C7H12O3 overall. Source: the Open Molecules 2025 dataset; level of theory: wB97M-V/def2-TZVPD.

The calculation puts the HOMO energy at -8.54 eV. As for the LUMO energy: 0.64 eV. As for the SMILES: Cc1ccc(O)cc1.O.O.

```
! wB97M-V def2-TZVPD RIJCOSX def2/J DEFGRID3
* xyz 0 1
O 2.1574 -2.8703 -0.2983
O 2.9814 0.5540 1.0935
O -3.1797 0.7808 1.4147
C 1.4976 1.3826 -0.4962
C 1.7118 0.5590 0.6231
C -1.8081 0.0468 -1.4483
C 0.8196 -0.3606 1.1836
C -0.3595 -0.5383 0.4477
C 0.3206 1.1937 -1.2088
C -0.5859 0.2141 -0.6583
H -1.1658 -1.2145 0.8477
H 1.6856 -3.3419 0.3811
H -2.7035 1.5642 1.6407
H -3.2220 0.6845 0.4931
H 3.0766 0.2232 2.0102
H -0.0992 1.8910 -1.9500
H -1.7948 -0.7647 -2.2764
H 2.0612 -1.9084 0.0050
H -2.6446 -0.1691 -0.8769
H 1.1313 -1.0646 1.9725
H 2.0998 2.2396 -0.8124
H -1.9798 0.8989 -2.0874
*
```

Löwdin atomic charge list, values in e, 6 entries: number 1, O, carries -0.074; number 2, O, carries 0.028; number 3, O, carries -0.015; number 4, C, carries -0.005; number 5, C, carries -0.347; number 6, C, carries -0.081



No. 4
C7H12O3 as an isolated structure. Source: the Open Molecules 2025 dataset; level of theory: wB97M-V/def2-TZVPD.

The calculation puts the HOMO energy (spin up / spin down) at -8.34 / -8.46 eV. As for the LUMO energy (spin up / spin down): -0.40 / -0.13 eV.

```
! wB97M-V def2-TZVPD RIJCOSX def2/J DEFGRID3
* xyz 0 1
O 0.4081 1.7579 -0.2124
O 2.4045 1.0494 -2.0070
O 0.5732 -1.4802 1.7558
C 0.0940 -0.5170 -0.9540
C -2.4295 -0.6173 -0.0701
C 1.5085 1.4861 0.6147
C -1.2824 -0.6246 -0.4608
C 1.0708 0.2027 -0.0091
C -3.8206 -0.4760 0.3603
C 1.5686 -0.8795 0.9689
H -4.4441 -1.2760 -0.0634
H -3.8949 -0.5293 1.4558
H 0.4786 -1.5083 -1.2371
H 0.0850 -0.7743 2.2079
H 1.5255 1.8325 -1.7000
H 2.3949 -0.5472 1.6207
H 2.0786 -1.6732 0.4037
H 2.4129 1.9986 0.2740
H 2.1517 0.4630 -2.7256
H -4.2352 0.4887 0.0356
H 0.0596 -0.0198 -1.9343
H 1.2921 1.6440 1.6763
*
```

Löwdin atomic charge list, values in e, 6 entries: number 1, O, carries -0.113; number 2, O, carries -0.175; number 3, O, carries -0.047; number 4, C, carries -0.160; number 5, C, carries -0.068; number 6, C, carries -0.187



One value per record, in order, for relative energy (zero: lowest compared OMol25 entry of this formula, charge and spin): 363.1 748.7 103.9 846.2 kJ/mol.
One value per record, in order, for maximum force: 0.52 9.51 3.48 5.35 eV/Å.